{
  "formula": "C2HF3O3S",
  "method": "ωB97M-V/def2-TZVPD",
  "orbital_gap_ha": 0.3843,
  "smiles": "O=S1(=O)O[C@]1(F)C(F)F",
  "e_homo_ev": -11.345,
  "elements": ["C", "C", "O", "O", "O", "F", "F", "F", "S", "H"],
  "coordinates": [[-0.10, -0.39, 0.49], [-0.66, 0.93, 0.59], [1.81, -1.71, -0.85], [0.49, -0.12, -2.20], [-0.64, -1.31, -0.31], [0.50, -0.92, 1.59], [0.09, 1.70, -0.25], [-0.72, 1.57, 1.78], [0.90, -0.71, -0.99], [-1.66, 0.97, 0.17]]
}

{
  "formula": "ClH2O",
  "method": "ωB97M-V/def2-TZVPD",
  "orbital_gap_ha": 0.3179,
  "e_homo_ev": -3.632,
  "charge": -1,
  "elements": ["Cl", "O", "H", "H"],
  "coordinates": [[0.49, -1.51, -0.23], [-0.42, 0.78, 0.17], [0.45, 0.90, -0.20], [-0.51, -0.17, 0.26]]
}

{
  "formula": "C12H15CrN7O12",
  "method": "ωB97M-V/def2-TZVPD",
  "orbital_gap_ha": [0.2109, 0.2737],
  "spin_multiplicity": 4,
  "e_homo_ev": [-6.001, -6.001],
  "s2": 3.816,
  "charge": -1,
  "elements": ["Cr", "N", "O", "O", "O", "N", "O", "O", "O", "N", "O", "O", "O", "N", "O", "O", "O", "N", "C", "C", "C", "C", "H", "H", "H", "H", "H", "N", "C", "C", "C", "C", "H", "H", "H", "H", "H", "N", "C", "C", "C", "C", "H", "H", "H", "H", "H"],
  "coordinates": [[0.02, 2.13, 2.01], [-1.23, 0.78, 3.90], [-1.56, 0.85, 2.68], [-1.94, 0.43, 4.78], [-0.08, 1.28, 4.07], [-2.26, 3.92, 0.53], [-2.98, 4.50, 1.32], [-1.59, 2.87, 0.90], [-2.07, 4.34, -0.60], [0.66, 0.00, 0.55], [1.08, 0.29, 1.72], [-0.11, 0.91, 0.18], [0.93, -1.00, -0.05], [1.37, 4.55, 0.22], [1.02, 4.79, -0.91], [2.02, 5.31, 0.92], [1.00, 3.42, 0.73], [-0.88, -3.10, -1.15], [-0.43, -4.25, -1.75], [-1.41, -5.20, -1.64], [-2.50, -4.56, -0.97], [-2.18, -3.25, -0.78], [-0.34, -2.25, -1.20], [0.53, -4.22, -2.25], [-1.33, -6.19, -2.05], [-3.43, -5.08, -0.81], [-2.82, -2.41, -0.55], [6.20, 0.58, 2.00], [4.85, 0.33, 2.00], [4.55, -0.38, 0.84], [5.79, -0.60, 0.19], [6.78, -0.02, 0.92], [6.76, 0.80, 2.81], [4.25, 0.68, 2.81], [3.58, -0.80, 0.65], [5.95, -1.01, -0.80], [7.84, -0.02, 0.73], [-3.33, -0.09, -3.28], [-4.61, -0.05, -2.77], [-4.52, 0.24, -1.44], [-3.15, 0.43, -1.11], [-2.46, 0.19, -2.27], [-3.08, -0.09, -4.25], [-5.44, -0.28, -3.41], [-5.37, 0.40, -0.80], [-2.69, 0.62, -0.16], [-1.39, 0.19, -2.44]]
}

Computed strongest force on any atom, in the same sequence as the records: 0.108, 0.083, 0.078 hartree/bohr.
Computed energy above the lowest of the compared OMol25 structures with the same formula, charge and spin, in the same sequence as the records: 1.631, 0.759, 0.000 eV.